No. 1
{
  "formula": "C47H56FN5O3P2PbS",
  "method": "ωB97M-V/def2-TZVPD",
  "species": ["Pb", "C", "C", "C", "C", "C", "C", "C", "F", "C", "C", "C", "O", "C", "C", "N", "C", "C", "O", "O", "H", "H", "H", "H", "H", "H", "H", "H", "H", "H", "H", "C", "P", "C", "C", "C", "C", "C", "C", "C", "P", "C", "C", "H", "H", "H", "H", "H", "H", "H", "H", "H", "H", "H", "H", "H", "H", "H", "H", "N", "C", "N", "C", "C", "C", "C", "C", "C", "C", "H", "H", "H", "H", "H", "C", "C", "C", "C", "C", "C", "C", "C", "C", "C", "H", "H", "H", "H", "H", "H", "H", "H", "H", "H", "H", "H", "C", "C", "N", "C", "S", "N", "C", "C", "H", "H", "H", "H", "H", "H", "H", "H", "H", "H", "H", "H"],
  "coordinates": [[0.723, 0.103, -0.642], [-1.989, 7.437, 1.200], [-2.916, 6.337, 0.687], [-4.274, 6.335, 1.377], [-4.131, 5.969, 2.850], [-3.356, 4.684, 3.004], [-3.517, 3.895, 4.121], [-2.778, 2.726, 4.260], [-2.950, 1.989, 5.376], [-1.901, 2.309, 3.303], [-1.734, 3.082, 2.150], [-0.778, 2.614, 1.124], [-0.155, 1.561, 1.329], [-0.682, 3.450, -0.045], [-1.432, 4.584, -0.108], [-2.280, 5.020, 0.845], [-2.456, 4.271, 2.001], [0.220, 3.197, -1.256], [-0.019, 3.844, -2.276], [1.162, 2.357, -1.082], [-2.479, 8.410, 1.118], [-1.069, 7.461, 0.614], [-1.718, 7.266, 2.244], [-3.068, 6.481, -0.382], [-4.924, 5.608, 0.885], [-4.729, 7.320, 1.266], [-5.113, 5.863, 3.311], [-3.612, 6.771, 3.383], [-4.216, 4.180, 4.898], [-1.334, 1.395, 3.410], [-1.359, 5.189, -1.005], [-3.377, -0.393, -4.182], [-2.618, -0.605, -2.509], [-3.767, 0.491, -1.572], [-3.249, -2.292, -2.099], [-4.606, -2.596, -2.037], [-5.040, -3.881, -1.740], [-4.113, -4.880, -1.498], [-2.753, -4.599, -1.557], [-2.299, -3.316, -1.856], [-0.505, -2.874, -1.926], [-0.261, -3.169, -3.740], [0.294, -4.429, -1.320], [-4.458, -0.547, -4.161], [-2.932, -1.087, -4.895], [-3.165, 0.624, -4.519], [-4.814, 0.314, -1.825], [-3.506, 1.519, -1.831], [-3.613, 0.359, -0.500], [-5.340, -1.821, -2.229], [-6.101, -4.099, -1.701], [-4.447, -5.884, -1.263], [-2.046, -5.398, -1.369], [-0.831, -4.040, -4.069], [0.800, -3.318, -3.931], [-0.580, -2.287, -4.298], [0.137, -5.272, -1.995], [-0.083, -4.680, -0.326], [1.365, -4.237, -1.242], [4.827, 0.595, -0.022], [3.879, -0.023, 0.233], [-1.732, -1.333, 0.514], [-2.248, -1.784, 1.438], [-2.929, -2.378, 2.555], [-2.509, -2.117, 3.857], [-3.183, -2.697, 4.918], [-4.270, -3.528, 4.682], [-4.684, -3.790, 3.381], [-4.016, -3.218, 2.311], [-1.662, -1.463, 4.026], [-2.864, -2.494, 5.932], [-4.798, -3.977, 5.514], [-5.532, -4.436, 3.199], [-4.321, -3.412, 1.290], [1.105, -1.496, 2.339], [2.558, -1.102, 2.070], [2.859, 0.146, 2.909], [2.710, -0.785, 0.548], [3.530, -2.242, 2.396], [4.905, -2.008, 2.480], [5.803, -3.050, 2.656], [5.353, -4.359, 2.776], [3.992, -4.609, 2.709], [3.095, -3.564, 2.510], [0.470, -0.617, 2.196], [0.983, -1.848, 3.368], [0.754, -2.273, 1.653], [2.187, 0.954, 2.608], [3.880, 0.499, 2.773], [2.703, -0.063, 3.970], [2.759, -1.724, -0.012], [5.290, -1.001, 2.385], [6.866, -2.840, 2.697], [6.056, -5.171, 2.916], [3.619, -5.621, 2.812], [2.041, -3.798, 2.438], [5.066, 1.520, -6.187], [4.607, 1.858, -4.774], [3.575, 0.949, -4.286], [3.611, -0.019, -3.364], [2.095, -0.749, -2.962], [4.728, -0.486, -2.815], [6.128, -0.375, -3.223], [6.950, 0.559, -2.343], [5.837, 2.223, -6.510], [4.230, 1.580, -6.886], [5.474, 0.509, -6.244], [4.178, 2.860, -4.762], [5.440, 1.861, -4.081], [2.634, 1.140, -4.592], [4.566, -1.027, -1.981], [6.167, -0.082, -4.268], [6.542, -1.382, -3.160], [6.608, 1.592, -2.420], [7.999, 0.513, -2.641], [6.858, 0.273, -1.296]],
  "forces_ev_per_a": [[-0.20, 0.25, 0.16], [-0.01, -0.06, -0.02], [0.01, 0.14, 0.12], [0.03, -0.10, 0.07], [0.06, -0.04, -0.11], [-0.11, 0.09, 0.04], [0.01, 0.07, 0.00], [-0.01, 0.02, -0.05], [-0.03, -0.03, 0.04], [0.05, -0.14, 0.02], [0.03, 0.04, -0.03], [0.03, 0.20, -0.04], [0.03, -0.09, 0.02], [0.04, -0.08, -0.05], [-0.16, 0.00, 0.08], [0.01, -0.07, -0.08], [0.03, 0.01, -0.02], [-0.14, 0.11, -0.01], [0.11, -0.11, 0.20], [0.25, -0.17, -0.14], [0.03, -0.02, 0.01], [-0.02, 0.00, 0.03], [0.00, 0.03, -0.03], [0.01, -0.07, -0.05], [0.00, 0.02, -0.03], [-0.01, 0.00, -0.02], [0.00, 0.01, 0.04], [-0.04, 0.01, 0.03], [0.03, -0.01, 0.00], [0.01, 0.03, -0.01], [0.03, 0.01, 0.03], [0.04, 0.00, 0.10], [-0.07, 0.04, -0.11], [0.11, -0.10, 0.00], [0.32, -0.31, 0.10], [0.08, 0.03, -0.05], [-0.09, 0.04, 0.03], [0.03, -0.04, 0.02], [0.00, 0.05, 0.01], [-0.30, 0.41, 0.04], [0.15, -0.47, -0.33], [-0.06, 0.17, 0.12], [-0.17, 0.10, 0.00], [0.01, 0.01, -0.04], [0.01, 0.00, 0.03], [-0.03, -0.02, -0.03], [-0.01, 0.04, 0.05], [-0.04, 0.01, 0.01], [-0.01, -0.01, -0.04], [0.01, -0.02, 0.01], [0.02, 0.00, 0.00], [0.02, 0.00, -0.01], [-0.02, 0.03, 0.00], [0.05, -0.01, -0.01], [0.04, 0.01, -0.01], [0.00, -0.04, -0.01], [-0.01, -0.03, 0.06], [0.07, 0.00, 0.00], [-0.01, 0.00, -0.01], [-0.29, -0.07, 0.15], [0.13, 0.01, 0.06], [-0.21, 0.03, 0.34], [-0.03, -0.01, -0.08], [-0.04, -0.05, 0.03], [0.06, 0.05, -0.03], [-0.02, 0.02, 0.02], [0.01, -0.01, -0.02], [-0.01, 0.02, -0.02], [0.03, 0.02, -0.05], [-0.03, -0.03, 0.00], [0.00, 0.00, -0.02], [0.02, 0.01, -0.01], [0.02, 0.00, 0.01], [0.00, 0.00, 0.03], [0.02, 0.08, -0.07], [0.17, 0.11, -0.16], [-0.06, 0.02, -0.06], [-0.08, 0.14, 0.23], [-0.08, -0.10, -0.05], [0.01, 0.01, 0.02], [-0.01, -0.05, 0.02], [-0.02, 0.04, 0.00], [0.00, 0.02, -0.01], [0.04, 0.03, 0.03], [0.02, -0.08, 0.06], [-0.03, -0.04, -0.03], [0.00, -0.01, 0.04], [0.02, -0.04, 0.03], [-0.02, 0.01, 0.01], [0.01, -0.01, -0.02], [-0.06, 0.00, -0.05], [-0.02, -0.01, -0.03], [-0.02, 0.02, 0.02], [-0.01, 0.02, 0.01], [0.01, 0.03, -0.03], [0.03, 0.02, 0.03], [0.00, -0.01, 0.03], [-0.06, -0.09, -0.05], [0.14, -0.05, -0.04], [-0.14, 0.00, -0.11], [0.38, -0.12, -0.23], [0.03, 0.04, -0.19], [-0.01, 0.20, 0.16], [0.05, -0.06, -0.01], [-0.04, -0.02, -0.01], [0.03, 0.01, 0.01], [0.00, 0.02, 0.00], [0.00, 0.03, 0.07], [0.00, 0.06, 0.06], [-0.05, 0.01, 0.01], [-0.05, -0.08, -0.05], [0.01, -0.05, -0.05], [0.00, -0.04, -0.05], [0.00, -0.03, 0.05], [-0.02, 0.01, -0.02], [0.03, 0.05, -0.10]],
  "orbital_gap_ev": 7.05,
  "de_lowest_kcal_mol": 10.26,
  "e_lumo_ha": 0.011,
  "e_homo_ha": -0.2482
}

No. 2
{
  "formula": "C23H32GeN2O2S2Tc",
  "method": "ωB97M-V/def2-TZVPD",
  "species": ["Tc", "O", "S", "C", "C", "C", "C", "S", "O", "C", "C", "C", "C", "C", "C", "C", "C", "C", "C", "C", "C", "H", "H", "H", "H", "H", "H", "H", "H", "H", "H", "H", "H", "H", "H", "H", "H", "H", "H", "C", "Ge", "C", "C", "C", "H", "H", "H", "H", "H", "H", "H", "H", "H", "H", "N", "C", "C", "N", "C", "H", "H", "H", "H"],
  "coordinates": [[-0.571, 0.523, 1.632], [-0.684, -1.406, 0.672], [-1.377, -2.561, -0.064], [-1.609, -2.033, -1.774], [-0.394, -1.888, -2.680], [0.587, -0.789, -2.273], [-0.002, 0.598, -2.511], [0.569, 1.869, -1.384], [0.443, 1.170, -0.014], [2.297, 1.943, -1.691], [2.705, 2.922, -2.589], [4.052, 3.008, -2.908], [4.961, 2.149, -2.307], [4.537, 1.195, -1.389], [3.193, 1.077, -1.075], [-0.139, -3.810, -0.258], [1.180, -3.559, 0.081], [2.115, -4.573, -0.092], [1.722, -5.804, -0.592], [0.391, -6.042, -0.915], [-0.555, -5.046, -0.741], [-2.183, -1.108, -1.659], [-2.309, -2.772, -2.169], [-0.781, -1.700, -3.686], [0.132, -2.842, -2.736], [1.516, -0.898, -2.831], [0.833, -0.904, -1.217], [-1.084, 0.625, -2.362], [0.195, 0.989, -3.511], [1.992, 3.609, -3.025], [4.392, 3.756, -3.609], [6.012, 2.232, -2.543], [5.259, 0.544, -0.916], [2.848, 0.348, -0.358], [1.467, -2.595, 0.474], [3.149, -4.401, 0.169], [2.452, -6.590, -0.722], [0.089, -7.008, -1.291], [-1.594, -5.239, -0.973], [-2.868, 2.409, -0.777], [-2.385, 3.333, 0.879], [-3.966, 3.942, 1.812], [-1.086, 4.745, 0.611], [-1.506, 2.034, 2.121], [-3.931, 2.542, -0.969], [-2.685, 1.334, -0.701], [-2.324, 2.804, -1.633], [-4.483, 4.682, 1.203], [-3.706, 4.406, 2.762], [-4.653, 3.119, 2.000], [-1.477, 5.475, -0.097], [-0.143, 4.360, 0.227], [-0.890, 5.256, 1.552], [-1.708, 2.231, 3.180], [-1.553, -0.896, 5.533], [-0.250, -1.320, 5.454], [0.181, -0.964, 4.220], [-0.852, -0.327, 3.548], [-1.880, -0.305, 4.381], [-2.173, -1.013, 6.321], [0.240, -1.824, 6.265], [1.143, -1.126, 3.770], [-2.851, 0.111, 4.175]],
  "forces_ev_per_a": [[-0.21, 0.32, -0.02], [0.07, -0.13, -0.16], [-0.14, 0.00, 0.24], [-0.04, 0.13, -0.03], [-0.01, -0.09, -0.03], [0.01, 0.05, 0.06], [-0.02, -0.04, -0.08], [-0.21, 0.07, 0.30], [0.14, 0.05, -0.06], [0.10, -0.06, -0.02], [0.12, -0.08, 0.02], [-0.05, 0.01, 0.02], [-0.02, 0.01, 0.00], [-0.04, -0.03, 0.03], [0.03, 0.11, -0.13], [0.09, -0.03, 0.04], [0.01, -0.11, -0.10], [-0.03, 0.12, 0.05], [-0.06, -0.06, -0.03], [0.05, -0.01, -0.01], [0.06, 0.05, 0.04], [-0.01, 0.00, -0.05], [0.01, -0.06, -0.02], [0.05, 0.01, -0.02], [-0.01, 0.01, 0.04], [-0.01, 0.01, -0.04], [0.01, 0.01, -0.02], [-0.02, -0.02, -0.03], [0.01, -0.02, -0.02], [-0.05, 0.03, -0.02], [0.01, 0.03, -0.01], [0.05, 0.00, -0.02], [0.02, -0.02, 0.01], [-0.02, -0.05, 0.05], [0.02, 0.04, 0.03], [0.03, 0.01, 0.01], [0.02, -0.02, 0.00], [-0.01, -0.03, -0.01], [-0.08, 0.01, 0.00], [0.00, -0.12, -0.05], [0.02, -0.05, 0.06], [-0.10, 0.04, 0.03], [0.07, 0.09, 0.00], [0.08, -0.25, 0.00], [-0.03, 0.01, 0.00], [0.00, -0.03, -0.02], [0.04, 0.03, -0.03], [-0.03, 0.02, 0.00], [0.02, 0.02, 0.03], [-0.04, -0.03, 0.00], [-0.01, 0.01, -0.01], [0.03, -0.01, -0.02], [0.01, 0.02, 0.01], [0.02, 0.06, 0.02], [-0.02, 0.01, -0.08], [0.01, -0.01, 0.00], [-0.05, -0.08, -0.01], [0.10, 0.00, 0.13], [-0.13, 0.02, -0.05], [0.04, 0.00, -0.02], [0.05, -0.03, 0.04], [0.05, 0.00, 0.00], [-0.02, 0.04, -0.01]],
  "orbital_gap_ev": [8.66, 7.99],
  "s2": 3.91,
  "charge": 2,
  "de_lowest_kcal_mol": 4.64,
  "e_lumo_ha": [-0.214, -0.241],
  "multiplicity": 4,
  "e_homo_ha": [-0.5323, -0.5348]
}

No. 3
{
  "formula": "C19H40Cl2N5O5P",
  "method": "ωB97M-V/def2-TZVPD",
  "species": ["C", "C", "Cl", "C", "Cl", "C", "C", "N", "C", "C", "N", "P", "O", "O", "H", "H", "H", "H", "H", "H", "H", "C", "O", "C", "C", "C", "N", "H", "H", "H", "H", "H", "H", "H", "H", "H", "H", "H", "C", "O", "C", "C", "C", "N", "H", "H", "H", "H", "H", "H", "H", "H", "H", "H", "H", "C", "O", "C", "C", "C", "N", "H", "H", "H", "H", "H", "H", "H", "H", "H", "H", "H"],
  "coordinates": [[1.538, -0.718, -6.342], [0.230, -0.235, -5.831], [-0.917, 0.059, -7.067], [-0.076, -0.026, -4.553], [-1.661, 0.557, -4.171], [0.842, -0.258, -3.358], [0.034, -0.258, -2.150], [-0.589, -0.187, -1.179], [1.907, 0.871, -3.109], [2.109, 1.787, -4.207], [2.446, 2.304, -5.186], [1.557, -2.061, -3.363], [3.063, -1.887, -3.972], [1.902, -2.188, -1.768], [1.677, -0.312, -7.333], [2.369, -0.407, -5.738], [1.540, -1.797, -6.435], [2.870, 0.455, -2.835], [1.601, 1.453, -2.250], [3.419, -0.992, -4.047], [2.673, -1.645, -1.562], [-3.087, 0.294, 4.771], [-2.455, -0.293, 3.647], [-3.314, -0.622, 2.575], [-3.643, 0.542, 1.630], [-4.660, 1.526, 2.200], [-2.447, 1.276, 1.213], [-4.087, -0.114, 4.935], [-3.147, 1.381, 4.673], [-2.479, 0.072, 5.646], [-2.780, -1.383, 1.999], [-4.232, -1.091, 2.957], [-4.085, 0.099, 0.732], [-4.216, 2.181, 2.949], [-5.049, 2.163, 1.406], [-5.503, 1.004, 2.658], [-1.818, 0.638, 0.733], [-1.944, 1.541, 2.056], [7.808, 2.060, -7.641], [6.480, 2.381, -7.271], [5.483, 1.513, -7.769], [5.272, 0.242, -6.936], [6.353, -0.817, -7.129], [5.143, 0.545, -5.507], [7.852, 1.640, -8.650], [8.266, 1.361, -6.936], [8.385, 2.983, -7.623], [4.556, 2.091, -7.743], [5.683, 1.266, -8.820], [4.328, -0.195, -7.269], [7.274, -0.557, -6.608], [6.017, -1.773, -6.728], [6.585, -0.957, -8.186], [4.348, 1.162, -5.366], [5.947, 1.105, -5.240], [-5.785, -2.335, 10.370], [-5.666, -0.929, 10.467], [-4.343, -0.431, 10.489], [-3.697, -0.263, 9.106], [-3.240, -1.576, 8.478], [-4.575, 0.436, 8.163], [-4.980, -2.844, 10.907], [-5.795, -2.668, 9.329], [-6.737, -2.614, 10.821], [-4.414, 0.556, 10.951], [-3.716, -1.050, 11.144], [-2.808, 0.357, 9.251], [-4.076, -2.151, 8.083], [-2.565, -1.379, 7.645], [-2.708, -2.197, 9.202], [-4.794, 1.358, 8.530], [-5.468, -0.048, 8.158]],
  "forces_ev_per_a": [[-0.13, -0.07, -0.33], [0.25, -0.02, 0.32], [-0.25, 0.01, -0.26], [-0.39, 0.09, -0.03], [-0.07, 0.13, 0.05], [0.20, 0.23, -0.20], [-0.98, 0.06, 1.28], [0.70, -0.22, -0.79], [-0.54, 0.17, 0.38], [0.92, -0.01, -1.74], [-0.62, -0.03, 1.02], [0.05, -0.55, 0.13], [-0.39, 0.21, 0.05], [0.06, 0.12, -0.42], [0.16, 0.15, -0.28], [0.28, 0.09, 0.21], [0.05, -0.29, 0.02], [0.37, -0.10, 0.00], [-0.11, 0.12, 0.27], [0.44, -0.02, -0.14], [0.12, -0.07, 0.39], [0.20, 0.03, -0.02], [-0.08, 0.02, 0.10], [0.01, -0.15, -0.17], [0.01, 0.19, 0.16], [-0.12, -0.01, -0.05], [0.08, -0.21, 0.06], [-0.03, 0.02, -0.01], [-0.13, 0.00, 0.03], [0.00, -0.03, 0.00], [0.05, 0.02, 0.01], [-0.04, 0.07, 0.01], [0.02, -0.08, 0.00], [0.04, -0.03, 0.03], [0.04, 0.02, -0.02], [0.01, 0.00, 0.01], [-0.04, 0.09, -0.17], [-0.03, 0.09, 0.02], [-0.01, 0.11, 0.10], [0.10, -0.05, -0.03], [-0.23, 0.06, -0.04], [0.23, -0.07, 0.04], [-0.03, -0.09, -0.04], [-0.27, -0.07, 0.16], [0.00, -0.04, 0.00], [0.02, -0.06, -0.08], [-0.03, 0.02, 0.00], [0.02, 0.03, 0.05], [0.05, -0.08, 0.02], [-0.07, 0.04, -0.05], [0.01, 0.06, 0.00], [-0.01, 0.01, 0.04], [0.00, 0.02, 0.00], [0.05, 0.13, -0.17], [0.05, -0.07, 0.09], [-0.13, 0.07, -0.02], [0.01, -0.10, 0.00], [0.08, 0.18, 0.07], [-0.11, -0.19, -0.11], [0.10, -0.02, 0.00], [-0.01, 0.07, 0.14], [0.04, -0.01, -0.02], [0.08, -0.06, 0.02], [0.00, 0.03, 0.02], [-0.05, 0.00, -0.01], [0.03, -0.05, -0.06], [-0.01, 0.04, 0.06], [-0.05, 0.01, 0.03], [-0.02, 0.02, -0.03], [-0.01, 0.00, 0.01], [0.07, 0.04, -0.06], [0.00, -0.05, -0.08]],
  "orbital_gap_ev": 8.87,
  "e_lumo_ha": 0.007,
  "e_homo_ha": -0.3187
}

No. 4
{
  "formula": "C10H10ClNOS",
  "method": "ωB97M-V/def2-TZVPD",
  "species": ["C", "C", "C", "C", "C", "C", "C", "C", "C", "C", "N", "O", "S", "Cl", "H", "H", "H", "H", "H", "H", "H", "H", "H", "H"],
  "coordinates": [[-1.172, -0.996, -0.842], [-1.230, 0.097, 1.312], [-2.542, -0.868, -0.942], [-2.599, 0.215, 1.221], [-0.499, -0.500, 0.277], [-3.250, -0.255, 0.085], [2.996, -0.344, 1.127], [3.336, -1.188, 0.149], [0.925, -0.611, 0.389], [0.685, 2.440, -0.986], [1.657, -0.035, 1.255], [1.571, -3.037, -0.675], [1.900, -1.616, -0.853], [-4.954, -0.069, -0.052], [-0.618, -1.477, -1.634], [-0.690, 0.460, 2.173], [-3.065, -1.236, -1.811], [-3.165, 0.672, 2.018], [3.662, 0.109, 1.845], [1.170, 1.870, -1.767], [4.318, -1.530, -0.109], [0.743, 3.495, -1.226], [1.174, 2.259, -0.039], [-0.354, 2.146, -0.916]],
  "forces_ev_per_a": [[0.16, 0.14, 0.30], [0.23, -0.14, -0.22], [-0.21, 0.06, 0.04], [-0.08, 0.01, -0.09], [-0.93, -0.02, -0.04], [0.43, -0.07, -0.01], [0.80, -0.51, -0.46], [-0.44, 0.25, -0.18], [1.21, -0.22, -0.25], [-0.07, 0.15, 0.01], [-1.34, 0.39, 0.30], [-0.32, -0.89, -0.22], [0.63, 1.03, 1.05], [-0.28, 0.00, -0.01], [-0.02, -0.04, -0.11], [-0.02, 0.05, 0.10], [-0.07, -0.02, -0.05], [-0.08, 0.05, 0.04], [0.19, -0.02, -0.01], [0.13, -0.16, -0.19], [0.17, -0.11, -0.11], [0.02, 0.18, -0.06], [0.10, -0.04, 0.19], [-0.19, -0.05, 0.00]],
  "orbital_gap_ev": 7.93,
  "de_lowest_kcal_mol": 16.15,
  "e_lumo_ha": -0.037,
  "e_homo_ha": -0.3282
}

| no. | E (a.u.) |
| --- | --- |
| 1 | -3697.769432 |
| 2 | -4109.108206 |
| 3 | -2659.593791 |
| 4 | -1375.367978 |